No. 1
Entry from the OMol25 dataset: 2 unconnected molecules or ions with the total composition C5H6O (the ωB97M-V functional and the def2-TZVPD basis).

Results
- charge = 0
- multiplicity = 1
- HOMO-LUMO gap (Ha) = 0.3808
- SMILES = C#CC=O.C=C

Structure (XYZ):
```
12
C5H6O | the OMol25 dataset | the ωB97M-V functional and the def2-TZVPD basis
C -1.07 1.44 2.18
C -1.27 0.66 1.29
C -1.55 -0.24 0.18
O -1.77 -1.42 0.33
H -0.90 2.12 2.99
H -1.55 0.24 -0.82
C 1.47 0.19 -1.04
C 1.25 -1.12 -1.01
H 1.27 0.77 -1.94
H 1.85 0.73 -0.18
H 1.44 -1.71 -0.11
H 0.85 -1.66 -1.86
```

Results of the natural (NBO) charge analysis, in e, for atoms 1 through 6: -0.137 -0.140 0.369 -0.482 0.240 0.144

***

No. 2
Entry from the OMol25 dataset: a molecular structure, C3H3F3O in a non-equilibrium geometry (the ωB97M-V functional and the def2-TZVPD basis).

Results
- charge = 0
- multiplicity = 1
- HOMO-LUMO gap (Ha) = 0.4140

Structure (XYZ):
```
10
C3H3F3O | the OMol25 dataset | the ωB97M-V functional and the def2-TZVPD basis
C -1.43 -0.20 -0.74
C 1.28 -0.15 0.22
C -0.14 0.44 0.59
O -2.58 -0.01 -0.81
F -0.79 -0.91 -1.67
F -0.69 -0.18 1.65
F -0.22 1.71 0.72
H 2.02 0.56 0.45
H 1.24 -0.10 -0.93
H 1.31 -1.17 0.51
```

Results of the natural (NBO) charge analysis, in e, for atoms 1 through 6: 0.766 -0.695 0.708 -0.524 -0.344 -0.336

***

No. 3
Entry from the OMol25 dataset: 2 unconnected molecules or ions with the total composition C15H7F3N5O6 in a non-equilibrium geometry (the ωB97M-V functional and the def2-TZVPD basis).

Results
- charge = -1
- multiplicity = 1
- HOMO-LUMO gap (Ha) = 0.1482

Structure (XYZ):
```
36
C15H7F3N5O6 | the OMol25 dataset | the ωB97M-V functional and the def2-TZVPD basis
F 5.64 0.66 -3.06
C 5.32 -0.49 -2.39
F 5.88 -1.53 -3.07
F 5.93 -0.42 -1.16
C 3.84 -0.66 -2.23
C 3.32 -1.96 -2.19
C 1.98 -2.13 -1.90
C 1.13 -1.01 -1.68
C -0.24 -1.19 -1.33
C -1.24 -0.38 -1.83
N -2.17 0.24 -2.21
C 1.68 0.29 -1.84
C 3.03 0.46 -2.09
H 3.95 -2.82 -2.39
H 1.54 -3.13 -1.83
H -0.52 -2.09 -0.79
H 1.03 1.16 -1.70
H 3.45 1.47 -2.16
O -5.68 2.05 2.92
N -4.89 1.17 3.30
O -5.10 0.44 4.30
C -3.65 0.92 2.58
C -2.82 -0.12 3.01
C -1.60 -0.40 2.35
N -0.67 -1.38 2.87
O -0.88 -1.87 3.99
O 0.30 -1.71 2.15
C -1.21 0.32 1.20
C -1.99 1.40 0.83
N -1.67 2.49 0.00
O -0.69 2.74 -0.69
O -2.75 3.37 0.08
N -3.68 2.94 1.02
C -3.20 1.75 1.46
H -3.09 -0.70 3.89
H -0.30 0.09 0.65
```

Results of the natural (NBO) charge analysis, in e, for atoms 1 through 6: -0.338 0.982 -0.340 -0.343 -0.239 -0.169

***

No. 4
Entry from the OMol25 dataset: a single C18H26N6O4 molecule (the ωB97M-V functional and the def2-TZVPD basis).

Results
- charge = 0
- multiplicity = 1
- HOMO-LUMO gap (Ha) = 0.3485
- SMILES = Cc1n[nH]c(C)c1CC(=O)N1CC(=O)NC[C@H]1C(=O)N[C@H]1CCCN(C)C1=O

Structure (XYZ):
```
54
C18H26N6O4 | the OMol25 dataset | the ωB97M-V functional and the def2-TZVPD basis
C -2.49 -3.12 1.91
C -1.67 -2.73 3.10
N -2.18 -2.71 4.31
N -1.17 -2.31 5.10
C -0.03 -2.05 4.43
C 1.18 -1.51 5.10
C -0.31 -2.33 3.11
C 0.58 -2.26 1.91
C 0.08 -1.35 0.79
O 0.20 -1.70 -0.38
N -0.47 -0.15 1.11
C -0.29 0.56 2.36
C -1.60 0.64 3.11
O -1.68 0.63 4.33
N -2.66 0.72 2.26
C -2.47 1.25 0.91
C -1.34 0.53 0.16
C -0.56 1.53 -0.72
O -0.80 2.73 -0.73
N 0.42 0.95 -1.45
C 1.06 1.65 -2.53
C 2.55 1.36 -2.61
C 3.12 2.09 -3.81
C 2.47 1.59 -5.08
N 1.02 1.55 -5.00
C 0.34 1.26 -6.26
C 0.33 1.35 -3.85
O -0.84 1.02 -3.83
H -1.99 -3.90 1.32
H -3.45 -3.50 2.24
H -2.66 -2.27 1.25
H -1.36 -2.11 6.07
H 2.04 -1.57 4.44
H 1.02 -0.46 5.38
H 1.42 -2.06 6.01
H 1.58 -1.92 2.18
H 0.70 -3.23 1.43
H 0.46 0.08 2.99
H 0.07 1.57 2.14
H -3.56 0.84 2.70
H -3.41 1.12 0.37
H -2.25 2.32 0.93
H -1.73 -0.23 -0.51
H 0.44 -0.07 -1.44
H 0.91 2.72 -2.34
H 3.03 1.68 -1.68
H 2.72 0.29 -2.70
H 2.94 3.17 -3.71
H 4.20 1.95 -3.88
H 2.75 2.23 -5.93
H 2.85 0.58 -5.32
H -0.72 1.41 -6.13
H 0.72 1.92 -7.03
H 0.51 0.22 -6.57
```

Results of the natural (NBO) charge analysis, in e, for atoms 1 through 6: -0.647 0.155 -0.268 -0.326 0.180 -0.659

***

No. 5
Entry from the OMol25 dataset: a single C4H7FO molecule in a non-equilibrium geometry (the ωB97M-V functional and the def2-TZVPD basis).

Results
- charge = 0
- multiplicity = 1
- HOMO-LUMO gap (Ha) = 0.3521
- SMILES = C=C(CO)CF

Structure (XYZ):
```
13
C4H7FO | the OMol25 dataset | the ωB97M-V functional and the def2-TZVPD basis
C 0.77 1.60 -0.05
C 0.03 0.40 0.16
C -1.45 0.48 0.16
O -1.92 -0.79 -0.21
C 0.72 -0.96 0.18
F 2.08 -0.62 -0.16
H 1.87 1.75 -0.01
H 0.15 2.59 -0.48
H -1.94 1.35 -0.62
H -1.71 0.73 1.34
H -2.93 -0.57 -0.34
H 0.11 -1.70 -0.49
H 0.62 -1.33 1.10
```

Results of the natural (NBO) charge analysis, in e, for atoms 1 through 6: -0.390 -0.082 -0.089 -0.724 0.021 -0.363

***

No. 6
Entry from the OMol25 dataset: a molecular structure, C3H8N2O in a non-equilibrium geometry (the ωB97M-V functional and the def2-TZVPD basis).

Results
- charge = 0
- multiplicity = 1
- HOMO-LUMO gap (spin up / spin down) (Ha) = 0.2874 / 0.2875

Structure (XYZ):
```
14
C3H8N2O | the OMol25 dataset | the ωB97M-V functional and the def2-TZVPD basis
C -0.33 -0.79 -1.33
C 0.46 0.35 -0.74
C 1.58 0.05 0.11
H 0.48 1.28 -1.30
H 0.23 -1.33 -2.11
H -0.58 -1.52 -0.56
H -1.26 -0.44 -1.78
H 2.32 0.83 0.26
H 1.99 -0.96 0.15
N -1.47 0.57 1.43
N -0.25 0.89 1.00
O 0.64 0.03 1.58
H -2.18 1.29 1.32
H -1.64 -0.27 1.98
```

Results of the natural (NBO) charge analysis, in e, for atoms 1 through 6: -0.645 -0.237 -0.079 0.203 0.214 0.208

***

In the order shown, the computed relative energy (zero: lowest compared OMol25 entry of this formula, charge and spin) values come out to 72.7 29.4 0.0 5.5 72.8 146.5 kcal/mol.
In the order shown, the computed DFT total energy values come out to -7326.13379 -13358.17257 -43547.64187 -36220.95435 -9023.11244 -8262.97177 eV.